(1)
{"formula": "C26H40N10O8P2ReS", "method": "ωB97M-V with the def2-TZVPD basis set", "s2": 0.821, "gap_ha": [0.22964, 0.22891], "spin_multiplicity": 2, "e_tot_ev": -90440.4266, "e_above_lowest_kcal_mol": 0.0, "lumo_energy_ev": [-1.362, -1.541], "homo_energy_ev": [-7.6, -7.8], "elements": ["Re", "S", "C", "N", "N", "C", "C", "C", "C", "C", "C", "N", "N", "C", "C", "C", "C", "C", "C", "H", "H", "H", "H", "H", "H", "H", "H", "H", "H", "H", "O", "P", "O", "O", "O", "P", "O", "O", "O", "H", "H", "C", "N", "C", "N", "C", "N", "C", "N", "C", "C", "H", "H", "H", "H", "H", "H", "H", "H", "H", "H", "H", "H", "C", "O", "H", "H", "H", "C", "C", "N", "C", "C", "N", "C", "C", "H", "H", "H", "H", "H", "H", "H", "H", "H", "H", "H", "H"], "xyz": [[-1.5049, -0.1047, -1.0857], [-0.4432, 1.0399, 0.5144], [-1.6925, 1.0482, 1.7638], [-1.5089, 1.3140, 3.0217], [-0.2873, 1.5692, 3.4165], [0.0139, 1.7877, 4.7692], [1.3483, 1.9609, 5.1210], [1.6878, 2.1859, 6.4441], [0.7039, 2.2402, 7.4213], [-0.6246, 2.0645, 7.0591], [-0.9802, 1.8375, 5.7392], [-2.9809, 0.7481, 1.4101], [-3.1470, 0.3807, 0.2250], [-4.5017, 0.0579, -0.1381], [-4.7732, -0.3502, -1.4387], [-6.0692, -0.6804, -1.8000], [-7.0932, -0.6085, -0.8708], [-6.8177, -0.2021, 0.4285], [-5.5296, 0.1308, 0.8018], [0.4814, 1.4639, 2.7618], [2.1189, 1.9140, 4.3586], [2.7284, 2.3167, 6.7108], [0.9695, 2.4157, 8.4550], [-1.3997, 2.1035, 7.8138], [-2.0136, 1.6979, 5.4547], [-3.9927, -0.4231, -2.1862], [-6.2672, -1.0068, -2.8119], [-8.1032, -0.8763, -1.1523], [-7.6125, -0.1518, 1.1612], [-5.3113, 0.4340, 1.8140], [-1.3860, -4.2357, -0.3336], [-2.3958, -3.0457, -0.6357], [-3.7696, -3.2906, -0.2106], [-1.6397, -1.8084, -0.0663], [-2.3329, -2.8088, -2.2252], [-1.2439, -2.1618, -3.2375], [-0.3060, -3.3730, -3.6566], [-1.9616, -1.5295, -4.3453], [-0.3527, -1.2915, -2.3220], [-1.8434, -5.0791, -0.2605], [-0.5529, -3.7201, -4.5192], [3.0873, -1.6770, -0.7530], [4.1846, -2.4525, -0.1667], [3.6675, -3.7866, 0.1626], [2.5319, -3.7292, 1.0873], [1.4766, -2.9197, 0.4654], [1.9381, -1.5613, 0.1515], [2.3947, -0.9385, 1.3947], [3.4749, -1.6906, 2.0391], [4.5831, -1.7987, 1.0827], [2.9746, -3.0472, 2.3062], [2.7565, -2.1616, -1.6741], [3.4593, -0.6800, -1.0001], [4.4680, -4.3741, 0.6165], [3.3511, -4.2800, -0.7579], [0.6230, -2.8561, 1.1435], [1.1447, -3.4018, -0.4549], [1.5482, -0.8783, 2.0848], [2.7446, 0.0755, 1.1787], [5.3916, -2.3706, 1.5416], [4.9526, -0.7961, 0.8556], [2.1362, -2.9832, 3.0026], [3.7710, -3.6303, 2.7724], [-2.8982, 2.3572, -2.1033], [-2.1564, 1.1573, -2.2504], [-3.9347, 2.1247, -1.8527], [-2.8672, 2.8826, -3.0553], [-2.4526, 2.9713, -1.3178], [2.0619, 2.1237, -1.4347], [3.1749, 2.8631, -2.2238], [2.8269, 2.9303, -3.6454], [1.5531, 3.6421, -3.7869], [0.4387, 2.9179, -2.9835], [0.9820, 1.7169, -2.3414], [1.5296, 0.8357, -3.3833], [2.6617, 1.5632, -4.1527], [1.6339, 2.7642, -0.6597], [2.4399, 1.2262, -0.9390], [4.1368, 2.3538, -2.1304], [3.3090, 3.8834, -1.8573], [1.3077, 3.6887, -4.8498], [1.6924, 4.6680, -3.4390], [-0.3853, 2.6099, -3.6312], [0.0244, 3.5627, -2.2026], [0.7083, 0.5489, -4.0427], [1.8787, -0.0794, -2.9031], [2.4452, 1.6186, -5.2213], [3.6161, 1.0439, -4.0409]], "atomic_forces_ev_per_a": [[-0.127, -0.264, 0.539], [0.292, 0.022, 0.100], [-0.131, -0.032, -0.099], [-0.123, -0.011, -0.051], [0.067, -0.023, -0.009], [0.030, 0.014, 0.072], [0.041, -0.010, -0.057], [0.012, 0.001, 0.019], [-0.005, -0.004, -0.021], [-0.009, 0.003, 0.009], [-0.064, 0.001, -0.026], [0.022, 0.128, 0.410], [0.337, -0.011, -0.532], [-0.078, -0.018, 0.088], [0.060, -0.037, -0.008], [-0.022, -0.013, -0.010], [-0.011, -0.008, -0.021], [0.001, 0.011, 0.029], [0.064, 0.006, -0.042], [0.026, 0.032, 0.019], [-0.016, -0.001, 0.019], [-0.008, -0.001, -0.004], [0.000, -0.001, -0.008], [0.007, -0.003, -0.009], [0.024, 0.003, 0.001], [-0.048, -0.011, 0.032], [0.004, 0.000, 0.007], [0.007, 0.002, -0.004], [0.008, -0.003, -0.003], [0.025, 0.009, 0.013], [0.125, 0.066, -0.095], [0.047, 0.076, 0.114], [0.014, -0.050, 0.019], [-0.330, 0.048, -0.087], [-0.111, -0.214, -0.143], [0.129, 0.067, -0.092], [0.095, -0.022, 0.186], [0.046, -0.049, -0.068], [-0.247, 0.379, -0.025], [-0.090, -0.074, 0.050], [-0.042, -0.006, -0.122], [-0.062, -0.046, 0.031], [0.000, -0.026, 0.012], [-0.035, 0.048, 0.019], [0.027, 0.023, 0.011], [-0.034, 0.055, 0.024], [0.108, 0.070, -0.019], [-0.025, -0.058, -0.035], [0.001, -0.035, 0.005], [-0.053, -0.008, -0.010], [-0.006, 0.026, -0.062], [-0.004, -0.007, -0.008], [0.005, 0.024, 0.021], [0.012, -0.001, 0.014], [-0.011, 0.003, -0.010], [0.026, -0.001, -0.020], [0.007, 0.001, 0.001], [-0.005, 0.003, 0.001], [0.020, 0.005, -0.006], [0.006, -0.016, 0.007], [-0.001, 0.011, -0.006], [-0.012, 0.006, -0.003], [0.014, -0.007, -0.001], [-0.016, -0.102, 0.111], [0.025, -0.087, -0.257], [0.021, 0.066, -0.014], [0.001, 0.031, -0.015], [-0.033, 0.034, 0.000], [-0.031, -0.044, -0.021], [0.001, 0.016, -0.065], [-0.059, -0.036, 0.048], [0.064, -0.016, -0.010], [-0.049, -0.064, 0.029], [0.068, 0.065, -0.016], [-0.045, -0.024, 0.076], [0.028, 0.060, 0.010], [-0.009, 0.007, -0.021], [-0.011, 0.008, -0.026], [-0.011, -0.011, -0.014], [-0.006, -0.003, -0.005], [0.001, -0.012, 0.003], [0.010, -0.010, 0.013], [0.025, -0.012, 0.009], [0.022, -0.009, -0.006], [0.000, 0.019, 0.001], [0.014, 0.030, 0.002], [-0.011, 0.012, 0.003], [0.001, 0.007, 0.010]]}

***

(2)
{"formula": "C26H41I2O17PS", "method": "ωB97M-V with the def2-TZVPD basis set", "gap_ha": 0.31748, "e_tot_ev": -98762.0732, "lumo_energy_ev": -0.018, "homo_energy_ev": -8.7, "elements": ["C", "C", "I", "C", "I", "C", "O", "S", "O", "O", "O", "C", "C", "P", "O", "O", "O", "H", "H", "H", "H", "H", "H", "H", "H", "H", "H", "H", "O", "C", "O", "C", "C", "C", "H", "H", "H", "H", "H", "H", "O", "C", "O", "C", "C", "C", "H", "H", "H", "H", "H", "H", "O", "C", "O", "C", "C", "C", "H", "H", "H", "H", "H", "H", "O", "C", "O", "C", "C", "C", "H", "H", "H", "H", "H", "H", "O", "C", "O", "C", "C", "C", "H", "H", "H", "H", "H", "H"], "xyz": [[-2.7109, 1.5036, 5.1167], [-2.0466, 2.4276, 4.0800], [-3.2356, 4.2537, 4.0249], [-2.1069, 1.7893, 2.6870], [-1.5456, 3.2066, 1.1723], [-1.3685, 0.4448, 2.6356], [-1.5296, -0.0412, 1.2837], [-0.1131, -0.1812, 0.5242], [0.1982, -1.5517, 0.5117], [-0.2938, 0.4141, -0.7140], [0.7602, 0.6674, 1.5381], [0.1415, 0.3157, 2.7963], [0.8597, 0.7218, 4.0763], [1.7261, 2.3138, 4.1571], [3.1481, 2.1625, 4.3119], [1.3348, 3.1536, 2.9096], [1.1278, 3.0767, 5.4204], [-3.0642, 0.6114, 4.6243], [-2.0274, 1.2131, 5.9033], [-3.5679, 1.9708, 5.5554], [-1.0595, 2.7236, 4.3644], [-3.1458, 1.5754, 2.5040], [-1.7676, -0.2314, 3.3737], [0.2594, -0.7664, 2.8034], [0.1652, 0.6062, 4.8920], [1.6379, -0.0028, 4.2444], [1.1389, 4.0847, 3.1317], [1.7060, 2.8357, 6.1698], [-2.2329, 6.5551, 1.4809], [-1.3212, 7.0229, 2.0889], [-0.7202, 6.3933, 3.1418], [0.2685, 7.2620, 3.7325], [0.6384, 8.2574, 2.6402], [-0.6749, 8.3787, 1.8697], [-0.1763, 7.7446, 4.6046], [1.1160, 6.6622, 4.0590], [1.0164, 9.1993, 3.0308], [1.4059, 7.8297, 1.9941], [-1.3286, 9.1433, 2.2915], [-0.5290, 8.5619, 0.8099], [-2.2394, -7.5013, 0.2980], [-2.0422, -6.4186, -0.1757], [-1.4958, -5.4071, 0.5293], [-1.4783, -4.1996, -0.2626], [-1.5518, -4.6739, -1.7088], [-2.3793, -5.9535, -1.5801], [-2.3407, -3.5914, 0.0192], [-0.5741, -3.6453, -0.0477], [-1.9778, -3.9321, -2.3804], [-0.5517, -4.9181, -2.0686], [-3.4513, -5.7589, -1.6319], [-2.1117, -6.7107, -2.3110], [5.7119, -0.5946, -3.1949], [4.5792, -0.5097, -2.8219], [3.9855, -1.4614, -2.0670], [2.5935, -1.1411, -1.8603], [2.4971, 0.3616, -2.0767], [3.5884, 0.5990, -3.1209], [1.9978, -1.7052, -2.5813], [2.3078, -1.4430, -0.8584], [1.5104, 0.6915, -2.3812], [2.7549, 0.8829, -1.1525], [3.2121, 0.4739, -4.1373], [4.0574, 1.5720, -3.0136], [-3.8969, -8.5557, -3.4890], [-4.0806, -9.3727, -2.6351], [-5.3199, -9.7945, -2.2866], [-5.2399, -10.6909, -1.1627], [-3.8166, -11.2347, -1.1834], [-3.0423, -10.0533, -1.7686], [-5.4523, -10.1223, -0.2554], [-5.9937, -11.4657, -1.2769], [-3.4678, -11.5571, -0.2049], [-3.7553, -12.0885, -1.8599], [-2.7258, -9.3508, -0.9963], [-2.1895, -10.3667, -2.3637], [2.1069, 3.9238, -4.1445], [2.9895, 4.3251, -4.8407], [2.7789, 4.9055, -6.0460], [4.0379, 5.1849, -6.6892], [5.0622, 5.2451, -5.5602], [4.4766, 4.2465, -4.5635], [4.2474, 4.3806, -7.3970], [3.9525, 6.1199, -7.2362], [6.0743, 5.0145, -5.8844], [5.0703, 6.2427, -5.1201], [4.8135, 3.2274, -4.7598], [4.6858, 4.5137, -3.5320]], "atomic_forces_ev_per_a": [[0.449, 0.047, -0.307], [-1.336, -0.006, -0.226], [0.100, -0.139, 0.396], [0.731, 0.395, 0.687], [0.028, -0.429, -0.240], [0.579, 1.327, -1.140], [0.257, -0.231, 0.676], [-2.111, -0.221, 0.289], [1.172, -1.352, 0.813], [0.450, 1.713, -1.911], [-0.310, 0.076, -0.161], [0.385, -1.124, 0.974], [0.025, 0.670, -1.089], [0.075, -0.444, 0.372], [1.957, -0.753, 0.274], [-1.075, 1.114, -0.211], [-0.451, 0.144, 0.625], [-0.205, -0.404, -0.019], [0.203, -0.061, 0.242], [-0.342, 0.164, 0.387], [0.448, 0.289, 0.101], [-0.423, -0.105, -0.356], [-0.531, -0.427, -0.051], [-0.115, -0.327, 0.242], [-0.356, 0.167, 0.329], [0.447, -0.203, 0.084], [-0.063, -0.389, -0.393], [-0.296, 0.400, -0.236], [0.005, -0.187, 0.032], [-0.068, 0.350, 0.014], [0.227, 0.116, -0.166], [0.039, 0.046, -0.023], [-0.087, 0.054, -0.079], [0.467, -0.164, 0.170], [-0.017, 0.010, -0.001], [-0.077, -0.108, 0.033], [-0.033, -0.003, 0.065], [0.018, -0.012, 0.010], [-0.058, 0.008, -0.065], [-0.205, 0.049, -0.046], [0.085, -0.132, 0.180], [-0.303, 0.034, -0.214], [0.035, 0.049, -0.018], [0.020, 0.028, -0.203], [-0.130, -0.117, -0.011], [0.474, 0.283, 0.002], [-0.022, -0.024, 0.008], [0.048, -0.065, 0.185], [-0.044, 0.031, 0.046], [0.021, 0.019, 0.009], [-0.033, -0.091, -0.028], [-0.225, -0.124, 0.014], [0.159, -0.057, 0.072], [-0.077, 0.101, -0.313], [-0.075, -0.046, 0.078], [-0.038, 0.098, 0.007], [0.112, 0.137, -0.204], [-0.244, -0.036, 0.551], [0.016, 0.004, -0.027], [0.124, -0.160, 0.021], [-0.030, -0.032, -0.032], [-0.017, 0.009, 0.001], [0.071, 0.038, -0.044], [0.091, 0.005, -0.207], [-0.090, 0.074, -0.134], [0.252, 0.115, 0.176], [-0.041, -0.075, 0.014], [0.047, -0.095, 0.091], [0.094, 0.066, -0.055], [-0.233, -0.480, 0.060], [0.033, 0.023, 0.005], [-0.084, 0.077, -0.107], [-0.038, 0.069, 0.044], [-0.040, -0.019, 0.004], [0.062, 0.083, -0.043], [0.080, 0.208, -0.032], [-0.234, 0.049, -0.012], [0.196, -0.257, 0.100], [0.052, 0.080, -0.043], [0.113, 0.040, 0.007], [-0.058, -0.090, 0.049], [0.223, 0.438, -0.188], [0.005, -0.028, 0.018], [-0.153, 0.003, -0.003], [-0.025, -0.057, -0.061], [-0.011, 0.022, -0.020], [-0.012, -0.032, 0.072], [-0.059, -0.214, 0.092]]}

***

(3)
{"formula": "C26H41N2O2", "method": "ωB97M-V with the def2-TZVPD basis set", "total_charge": 1, "gap_ha": 0.28710, "e_tot_ev": -34672.9804, "e_above_lowest_kcal_mol": 562.3, "lumo_energy_ev": -2.059, "homo_energy_ev": -9.9, "elements": ["C", "H", "H", "H", "C", "C", "H", "H", "H", "H", "N", "C", "H", "H", "C", "N", "H", "C", "C", "C", "O", "C", "C", "C", "C", "C", "C", "H", "H", "C", "C", "C", "C", "C", "C", "C", "H", "H", "H", "H", "H", "C", "H", "H", "H", "C", "H", "H", "H", "H", "H", "H", "H", "H", "O", "H", "H", "H", "H", "H", "H", "C", "C", "H", "H", "H", "C", "H", "H", "H", "H"], "xyz": [[-6.4060, -3.9485, -2.4934], [-5.9073, -4.8321, -2.6190], [-7.0782, -3.9540, -3.5585], [-7.1038, -3.9152, -1.6990], [-5.6402, -2.4149, -2.5202], [-4.4109, -2.6443, -3.4698], [-3.7252, -3.5294, -3.1835], [-4.8594, -2.7323, -4.6504], [-3.7785, -1.6983, -3.6728], [-6.2011, -1.7322, -2.7189], [-4.7201, -2.4402, -1.2825], [-4.2068, -3.4544, -0.5801], [-5.1340, -3.6939, 0.3308], [-4.1469, -4.4043, -1.2281], [-2.9805, -2.9801, 0.0236], [-2.3378, -2.1875, -0.7310], [-2.0006, -2.5898, -1.4769], [-1.4895, -1.1331, -0.2364], [-0.9582, -0.4224, -1.6850], [0.2261, 0.5286, -1.0140], [1.2399, -0.0862, -0.6284], [2.5281, 0.3441, -0.0465], [3.4421, -0.4907, 0.2838], [4.6583, 0.0148, 0.8996], [4.8283, 1.5764, 0.5523], [3.6859, 2.2913, 0.3338], [2.4476, 1.9290, 0.0143], [1.8362, 2.4206, -0.5728], [3.9416, 3.3856, 0.5327], [6.0216, 2.1018, 1.3740], [5.7666, 3.2510, 2.1450], [4.8087, 3.1637, 3.2113], [4.4864, 3.9841, 4.1705], [5.0329, 5.3819, 4.1711], [5.9898, 5.5794, 3.1454], [6.3889, 4.3774, 2.0635], [6.9941, 4.8617, 1.2683], [6.5086, 6.3046, 3.1914], [4.8750, 6.0277, 4.8005], [3.9525, 3.7413, 4.9958], [4.2495, 1.9770, 3.4938], [7.1443, 1.0253, 2.2483], [7.8753, 1.7619, 2.5655], [6.3954, 0.8019, 3.0354], [7.4546, 0.4469, 1.3714], [6.6495, 2.5787, 0.0388], [7.6887, 2.9596, 0.3829], [6.0902, 3.3890, -0.3831], [6.9395, 1.7668, -0.7707], [5.4721, -0.5619, 1.1569], [3.2106, -1.4628, 0.2111], [0.4965, 1.2243, -2.0021], [-0.3762, 1.2390, -0.4658], [-1.8057, 0.1368, -1.9518], [-0.5158, -1.3632, -2.3790], [0.5560, -1.6744, -2.1305], [-0.6947, -1.4612, 0.2340], [-1.9885, -0.4504, 0.3626], [-3.0728, -2.6378, 0.9954], [-2.4429, -4.2193, 0.4721], [-4.0002, -1.7960, -1.4074], [-5.6441, -1.4712, -0.2293], [-7.1027, -1.7664, -0.1047], [-7.0134, -2.7840, 0.4901], [-7.5514, -1.0849, 0.7922], [-7.7263, -1.7009, -0.8795], [-5.5479, 0.0429, -0.7327], [-5.8628, 0.5439, -0.1071], [-5.9831, 0.2143, -1.6093], [-4.4227, -0.0482, -0.7919], [-5.0451, -1.6064, 0.6536]], "atomic_forces_ev_per_a": [[-3.010, 5.445, -4.058], [2.132, -1.768, 0.239], [1.587, 0.257, 2.958], [-0.657, -0.443, 0.784], [10.465, -15.452, 1.212], [-0.963, 1.205, -5.208], [-1.430, 1.460, -0.632], [1.356, -0.479, 3.203], [-0.776, -1.338, 0.982], [-6.275, 8.333, -1.371], [-8.907, 6.940, 0.232], [-4.383, -6.889, 2.852], [3.075, -0.086, -2.493], [0.177, 1.357, 1.119], [0.029, -8.354, 5.841], [1.728, 6.370, 0.735], [2.632, -2.241, -5.219], [-2.304, 1.267, -5.322], [1.409, 3.092, 10.104], [-5.422, 5.323, -7.505], [5.917, -5.819, 3.154], [-7.848, 8.543, -2.827], [4.698, 0.505, 2.781], [-3.199, 5.856, -4.991], [-0.214, -8.481, 7.051], [2.095, 5.138, 0.765], [4.341, -8.991, 1.459], [-3.584, 2.533, -2.003], [-0.793, -0.933, -0.775], [1.643, -2.263, -4.705], [-2.724, -0.630, 2.858], [-1.519, -6.769, 0.349], [1.761, 5.594, -0.161], [3.798, -9.114, -9.799], [-7.397, -12.737, -0.399], [0.504, 8.751, 2.276], [-0.092, -1.217, 0.650], [6.789, 9.790, -0.169], [-1.870, 6.625, 6.738], [-1.956, -1.083, 2.047], [1.916, 3.433, -1.476], [-3.804, 3.342, -2.352], [0.203, -0.298, 0.131], [1.219, -1.136, -0.350], [0.058, -0.802, 1.139], [5.286, -0.895, 0.073], [-1.239, -0.051, -1.125], [-0.210, 0.322, -0.431], [-1.074, 1.426, 1.766], [1.366, -1.221, 0.755], [-0.535, -3.679, -0.195], [-0.377, -1.069, 1.800], [0.340, 0.200, 1.465], [-0.789, 0.897, -1.484], [6.102, -6.180, -4.502], [-4.449, 1.803, -0.706], [4.197, -1.854, 2.443], [-1.341, 1.310, 1.111], [-0.749, 1.111, 1.877], [-0.762, 3.019, -1.374], [2.031, 1.566, -0.956], [-0.102, 2.444, -2.162], [2.408, -2.344, 7.947], [-1.476, 1.282, -1.568], [1.270, -1.274, -2.227], [-2.134, -0.052, -3.230], [9.796, -12.386, -6.913], [-5.110, 9.131, 11.241], [-1.677, 0.499, -3.747], [-0.884, 2.029, -0.315], [-0.299, 0.132, 0.616]]}